Molecular formula: C25H70O15
Method: DFT, ωB97M-V/def2-TZVPD

XYZ file:
```
110
Properties=species:S:1:pos:R:3:forces:R:3
C 2.913 2.868 -2.212 1.011 -0.405 -0.044
C 3.194 4.338 -2.464 -1.005 0.321 0.027
C 2.103 5.296 -1.946 1.310 0.015 -0.116
O 4.451 4.713 -1.898 -0.017 -0.256 -0.175
H 3.237 2.506 -1.232 -0.224 0.461 0.245
H 3.559 2.309 -2.896 -0.295 -0.184 -0.105
H 1.876 2.590 -2.377 -0.019 0.106 -0.145
H 3.246 4.475 -3.552 0.006 -0.084 0.003
H 1.120 5.080 -2.356 -0.062 0.005 0.139
H 2.450 6.282 -2.270 -0.463 0.160 -0.022
H 2.143 5.317 -0.857 -0.427 -0.202 0.033
H 4.712 5.513 -2.365 0.161 0.002 0.181
C 2.707 -0.510 -4.393 0.836 -0.283 -0.586
C 2.664 0.640 -5.406 -1.914 -1.708 0.635
C 2.548 0.094 -6.833 0.682 0.606 0.162
O 1.453 1.350 -5.139 0.216 1.576 -0.095
H 3.719 -0.923 -4.455 -0.130 -0.273 0.463
H 2.008 -1.300 -4.685 0.016 0.051 -0.191
H 2.435 -0.254 -3.371 0.364 0.385 -0.011
H 3.503 1.322 -5.282 -0.142 0.140 -0.001
H 2.568 0.983 -7.467 -0.185 -0.302 -0.383
H 1.614 -0.452 -6.947 -0.104 0.122 0.010
H 3.356 -0.580 -7.126 0.128 0.116 0.110
H 0.711 0.770 -4.958 0.211 -0.429 -0.071
C 3.133 1.357 4.134 0.825 0.200 -0.594
C 2.407 0.497 3.115 -0.288 0.264 0.451
C 2.859 -0.945 3.140 0.631 -0.867 -0.683
O 1.016 0.549 3.406 0.074 0.209 -0.115
H 4.179 1.461 3.816 0.094 -0.513 0.236
H 3.092 0.921 5.130 -0.099 0.242 0.112
H 2.833 2.405 4.091 -0.678 -0.198 0.333
H 2.625 0.960 2.144 -0.186 -0.241 -0.201
H 2.674 -1.474 4.075 -0.113 0.388 0.198
H 3.923 -1.078 2.909 0.042 0.295 0.180
H 2.371 -1.550 2.367 -0.266 0.230 -0.001
H 0.508 0.349 2.605 -0.167 0.024 0.066
C -4.197 -1.051 4.348 0.011 0.644 0.006
C -4.407 0.470 4.369 0.695 -0.760 0.094
C -3.073 1.178 4.214 -0.315 -0.210 -0.212
O -5.249 0.874 3.285 -0.180 0.024 0.155
H -5.107 -1.595 4.602 0.005 -0.081 -0.109
H -3.419 -1.286 5.073 -0.057 -0.240 -0.011
H -3.848 -1.315 3.347 -0.025 -0.221 0.055
H -4.830 0.741 5.343 -0.237 0.168 -0.192
H -2.350 0.737 4.899 -0.018 0.411 0.281
H -3.230 2.244 4.365 0.411 0.028 0.122
H -2.643 1.009 3.224 -0.164 0.096 -0.097
H -6.135 0.537 3.460 0.034 0.049 -0.112
C -1.469 -4.416 -4.879 0.284 0.239 0.741
C -1.110 -3.984 -3.465 -0.149 1.025 0.305
C 0.387 -3.899 -3.195 0.547 -0.862 -0.466
O -1.661 -2.681 -3.265 -0.281 0.157 -0.177
H -1.010 -3.753 -5.612 0.258 -0.172 -0.010
H -2.545 -4.315 -5.012 -0.056 -0.371 0.011
H -1.113 -5.445 -4.951 -0.239 -0.003 -0.589
H -1.631 -4.648 -2.759 0.377 -0.229 -0.037
H 0.638 -3.479 -2.222 -0.247 0.030 0.071
H 0.906 -3.309 -3.954 -0.318 0.268 -0.013
H 0.874 -4.879 -3.275 -0.195 -0.085 0.189
H -1.409 -2.372 -2.383 0.138 0.091 0.015
O -6.202 3.104 -0.688 0.321 0.066 0.099
C -5.337 2.582 0.321 -0.483 0.419 0.260
C -4.382 1.568 -0.251 0.267 -2.185 0.832
O -3.521 0.990 0.771 -0.122 0.706 -0.181
H -6.075 2.583 -1.485 -0.102 0.045 -0.046
H -4.833 3.390 0.862 0.295 0.164 -0.550
H -5.960 2.158 1.115 0.060 -0.480 -0.184
H -3.773 1.875 -1.099 0.151 0.506 0.282
H -4.906 0.660 -0.582 -0.588 0.558 -0.517
H -4.118 0.663 1.462 0.045 0.188 0.112
O 3.795 -1.836 -0.876 0.141 -0.061 0.535
C 3.618 -3.176 -0.413 -0.066 0.190 -0.621
C 4.886 -3.790 0.174 -0.527 0.366 -1.212
O 5.142 -3.328 1.476 -0.140 -0.473 0.601
H 4.173 -1.335 -0.143 -0.156 0.150 -0.105
H 2.786 -3.249 0.296 0.139 0.106 0.276
H 3.277 -3.708 -1.304 0.269 -0.232 0.006
H 5.730 -3.585 -0.488 0.018 0.146 -0.111
H 4.736 -4.869 0.102 0.160 -0.128 0.853
H 5.595 -2.482 1.470 0.109 -0.034 -0.229
O -0.785 0.511 1.157 -0.443 0.176 -0.201
C -0.203 0.641 -0.129 0.824 -0.343 0.124
C 0.487 -0.679 -0.462 0.283 0.229 0.170
O -0.490 -1.681 -0.698 -0.083 -0.287 -0.451
H -1.728 0.302 1.047 0.149 0.258 0.018
H -0.896 0.919 -0.927 -0.367 -0.255 0.184
H 0.510 1.472 -0.096 0.223 -0.151 0.133
H 1.104 -1.033 0.371 -0.001 0.451 0.179
H 1.197 -0.574 -1.289 -0.378 -0.114 -0.307
H -0.517 -2.254 0.081 -0.162 0.227 0.149
O -2.192 -5.619 2.969 0.262 0.050 -0.274
C -2.736 -4.329 2.764 -0.326 0.166 -0.204
C -2.202 -3.516 1.598 0.134 -0.084 0.666
O -0.902 -2.981 1.859 0.313 -0.253 -0.302
H -1.370 -5.543 3.464 -0.049 0.014 0.024
H -3.798 -4.461 2.539 -0.014 -0.162 0.281
H -2.630 -3.714 3.661 -0.123 -0.005 0.065
H -2.871 -2.653 1.565 0.122 0.010 -0.477
H -2.204 -4.083 0.661 -0.185 0.092 0.029
H -0.272 -3.714 1.856 -0.066 0.072 0.094
O 0.054 5.169 1.407 -0.133 0.203 -0.374
C -0.675 3.988 1.664 -0.571 -1.123 -0.039
C -1.875 4.209 2.574 0.392 0.456 0.235
O -1.443 4.378 3.936 -0.409 -0.286 -0.303
H 0.454 5.467 2.228 0.153 -0.065 -0.017
H -1.057 3.517 0.750 0.164 0.752 -0.381
H -0.010 3.199 2.037 -0.158 0.128 0.505
H -2.603 3.403 2.497 0.370 -0.363 0.341
H -2.440 5.099 2.274 0.248 0.130 -0.239
H -0.812 5.103 3.924 -0.061 0.092 0.214
```
Positions in Å, forces in eV/Å.

For the energy relative to the best compared isomer or geometry (same formula, charge and spin), the calculation gives 0.00 kcal per mole. Its maximum force is 0.0514 hartree/bohr. The value obtained for the HOMO energy is -9.770 eV. For the HOMO-LUMO gap, the calculation gives 9.98 eV. The calculation puts the lowest unoccupied orbital energy at 0.207 eV. The structure (SMILES) is CC(C)O.CC(C)O.CC(C)O.CC(C)O.CC(C)O.OCCO.OCCO.OCCO.OCCO.OCCO.

***

Molecular formula: C41H60N2O8S4
Method: DFT, ωB97M-V/def2-TZVPD

XYZ file:
```
115
Properties=species:S:1:pos:R:3:forces:R:3
C 1.515 -4.885 6.083 0.586 -0.380 -0.787
C 2.141 -4.226 5.263 1.154 -0.183 0.646
C 3.221 -3.440 4.463 -0.581 1.036 0.057
C 2.790 -1.936 4.162 -0.923 1.459 -0.117
C 1.404 -1.474 4.485 1.529 2.426 -1.155
C 0.994 -0.053 4.158 2.592 -0.809 -0.665
C 2.032 0.835 3.538 -0.301 -1.534 0.205
C 3.436 0.388 3.221 -1.679 -1.760 1.181
C 3.834 -1.021 3.524 -3.215 0.777 1.214
O 5.091 -1.586 3.300 -1.715 0.970 -0.621
C 5.560 -1.369 1.942 0.464 -0.459 -1.249
C 4.452 -1.527 0.822 0.806 -0.645 -1.513
C 3.678 -2.920 0.852 -0.957 1.095 0.487
C 5.240 -1.490 -0.598 0.840 0.103 0.641
C 4.294 -1.126 -1.815 1.334 -0.197 0.068
C 6.015 -2.869 -0.902 -0.357 0.296 0.113
C 1.576 2.316 3.200 0.787 -0.742 0.267
O 2.396 3.220 3.291 -1.550 -1.021 -0.539
C 0.086 2.487 2.762 -1.765 0.202 -0.723
C -0.245 3.520 1.728 -1.947 -1.593 1.133
C -1.670 3.713 1.255 1.151 -2.131 2.044
C -2.019 4.818 0.180 -0.041 0.361 -0.124
C -0.792 5.744 -0.226 0.081 0.135 -0.274
C -0.256 6.689 0.939 1.161 -0.979 0.414
C 1.346 6.725 0.888 0.605 -0.066 -0.917
S 2.096 6.797 2.597 1.246 0.567 -0.447
C 3.869 7.095 2.317 4.335 -1.047 -0.968
N 4.930 6.200 2.211 -2.705 1.628 0.325
N 6.093 6.871 2.040 -0.520 3.337 -0.111
C 5.832 8.236 2.013 -1.499 -5.515 0.510
O 4.472 8.345 2.182 -0.294 1.596 0.007
C -2.720 2.797 1.873 1.671 0.589 0.367
C -4.209 2.961 1.351 0.351 -1.054 -0.693
C -4.552 1.773 0.298 -0.571 0.033 -0.038
C -5.844 0.976 0.790 0.782 -0.228 -0.579
C -5.989 -0.484 0.162 -1.274 -0.138 0.633
C -6.419 -1.528 1.306 0.149 0.485 -0.770
O -5.312 -2.420 1.570 -1.800 -0.243 1.147
C -5.681 -3.131 2.788 0.498 0.227 0.406
C -2.369 1.755 2.920 1.761 1.871 -1.237
C -0.957 1.586 3.371 -0.050 1.763 -1.880
C -0.467 0.506 4.422 0.104 0.051 -0.556
O -1.190 0.125 5.328 1.108 0.304 -1.387
H 1.063 -5.679 6.738 0.552 1.638 -1.109
H 4.213 -3.366 5.023 -1.465 -0.433 -0.457
H 3.469 -3.903 3.459 -0.481 0.202 1.301
H 0.612 -2.121 4.960 1.325 0.550 -0.603
H 4.162 1.103 2.741 -0.997 -0.833 0.668
H 6.335 -2.185 1.743 -1.034 1.011 0.518
H 6.128 -0.389 1.840 -0.934 -0.930 0.250
H 3.725 -0.652 0.764 0.849 -1.207 0.423
H 4.339 -3.816 1.023 -0.637 1.039 -0.359
H 2.899 -2.893 1.675 0.851 -0.127 -0.936
H 3.093 -2.981 -0.125 0.888 -0.257 1.269
H 6.067 -0.710 -0.458 -1.223 -0.705 -0.447
H 3.640 -2.025 -2.016 0.325 1.203 0.180
H 3.735 -0.160 -1.646 0.350 -1.195 -0.118
H 4.930 -0.967 -2.746 -0.913 -0.255 1.247
H 5.321 -3.481 -1.555 1.112 0.475 0.539
H 7.032 -2.690 -1.387 -1.545 -0.219 0.348
H 6.214 -3.479 0.028 -0.201 0.740 -0.948
H 0.617 4.124 1.317 -1.237 -0.807 0.628
H -2.410 4.366 -0.794 0.441 0.295 1.406
H -2.856 5.483 0.574 0.974 -0.864 -0.364
H -1.043 6.409 -1.120 0.031 -1.045 1.120
H 0.032 5.051 -0.593 -0.877 0.930 0.495
H -0.523 6.185 1.923 0.091 0.865 -1.032
H -0.650 7.746 0.906 0.246 -1.305 0.042
H 1.767 5.785 0.404 -0.659 1.136 0.605
H 1.760 7.597 0.302 -0.660 -0.873 0.596
H 6.622 9.021 1.902 -1.581 -0.552 0.175
H -4.978 2.888 2.176 1.079 0.207 -0.698
H -4.379 3.922 0.789 0.447 -0.845 0.967
H -3.661 1.086 0.165 -1.075 0.690 0.350
H -4.790 2.187 -0.735 0.455 -0.330 1.256
H -5.752 0.881 1.919 -0.392 0.163 -1.342
H -6.773 1.562 0.481 1.208 -0.594 0.858
H -6.859 -0.470 -0.575 1.257 0.009 0.734
H -5.075 -0.852 -0.393 -0.910 0.405 0.820
H -6.695 -1.009 2.280 0.321 -0.305 -1.173
H -7.357 -2.109 0.994 1.279 0.476 0.297
H -5.007 -4.029 2.936 -0.807 1.039 -0.368
H -5.511 -2.416 3.658 -0.339 -0.951 -0.856
H -6.778 -3.440 2.772 1.382 0.230 -0.044
H -3.202 1.125 3.338 1.115 0.709 -0.430
C 3.413 0.352 -7.095 0.068 -0.022 -0.120
S 3.058 0.357 -5.326 -0.036 -0.199 0.039
O 4.331 0.049 -4.611 -0.120 0.118 -0.380
C 2.064 -1.147 -5.323 -0.011 0.041 -0.088
H 4.064 1.198 -7.316 -0.045 -0.032 0.122
H 3.919 -0.575 -7.371 -0.026 0.005 0.100
H 2.483 0.455 -7.655 -0.011 -0.013 0.087
H 2.652 -1.983 -5.706 0.076 0.089 0.012
H 1.174 -1.000 -5.938 0.049 -0.008 0.074
H 1.763 -1.356 -4.296 0.065 0.114 -0.019
C -4.437 -4.494 -0.380 0.038 -0.021 -0.089
S -3.516 -4.802 -1.900 -0.029 -0.006 0.087
O -3.329 -3.489 -2.584 -0.169 -0.154 0.004
C -4.847 -5.671 -2.756 -0.096 0.026 -0.058
H -3.804 -3.921 0.296 -0.024 -0.005 -0.151
H -5.340 -3.923 -0.599 0.098 0.014 -0.044
H -4.697 -5.445 0.089 0.055 -0.023 -0.075
H -5.725 -5.028 -2.830 0.070 0.044 0.042
H -5.094 -6.584 -2.212 0.062 0.037 0.001
H -4.500 -5.929 -3.756 0.062 0.036 0.077
C -2.138 -3.898 -6.826 0.112 -0.121 0.090
S -2.099 -2.125 -7.153 -0.105 0.021 0.048
O -0.730 -1.638 -6.812 -0.203 -0.125 0.014
C -3.192 -1.658 -5.795 0.088 0.005 0.139
H -1.482 -4.393 -7.543 -0.035 0.132 -0.008
H -1.783 -4.099 -5.813 -0.023 0.114 -0.005
H -3.155 -4.271 -6.950 0.012 0.083 -0.023
H -2.774 -1.997 -4.846 -0.001 -0.061 -0.041
H -4.176 -2.101 -5.952 0.056 -0.004 -0.043
H -3.281 -0.571 -5.786 0.059 -0.054 -0.114
```
Positions in Å, forces in eV/Å.

Its maximum force is 0.1116 hartree/bohr. The value obtained for the HOMO energy is -8.437 eV. For the HOMO-LUMO gap, the calculation gives 7.89 eV. The calculation puts the lowest unoccupied orbital energy at -0.546 eV.

***

Molecular formula: C15H30ClNO8PV
Method: DFT, ωB97M-V/def2-TZVPD

XYZ file:
```
57
Properties=species:S:1:pos:R:3:forces:R:3
C 2.357 2.726 3.145 0.245 0.873 -0.345
O 1.847 2.263 4.391 0.036 -0.661 -1.263
C 1.829 0.817 4.428 -0.268 0.333 1.476
C 0.809 0.431 5.581 0.160 -1.323 -0.663
C -0.515 -0.123 4.922 -0.581 0.850 0.798
C -1.498 1.090 4.618 0.726 0.556 -0.725
C -1.515 1.455 3.073 -0.559 -0.596 0.733
C -2.079 0.281 2.191 0.906 1.356 -1.114
C -1.980 0.765 0.679 -0.542 -1.113 0.566
C -2.505 -0.319 -0.345 0.094 1.668 -0.329
C -2.949 0.471 -1.662 0.305 -2.263 0.487
C -2.902 -0.567 -2.861 -0.497 1.027 -0.353
C -1.869 -0.090 -3.954 0.118 -1.974 0.130
C -0.439 -0.652 -3.520 -0.649 1.235 -0.710
C 0.654 -0.089 -4.514 -0.457 0.422 0.560
C 0.280 -0.316 -6.038 -1.452 2.231 -0.640
O 0.701 -1.230 -6.726 0.289 -0.626 0.331
O -0.496 0.559 -6.608 1.475 -1.453 1.405
N 2.022 -0.485 -4.181 -0.128 -0.866 -0.138
Cl 3.184 0.061 -5.309 -0.226 -0.037 0.248
P 2.182 -2.154 -3.787 0.929 -3.564 0.909
O 1.311 -3.074 -4.568 -0.069 1.570 0.129
O 1.849 -2.332 -2.180 0.927 0.827 -2.147
O 3.747 -2.638 -4.021 -1.837 1.472 0.812
H 2.073 3.804 3.010 0.166 -0.941 0.337
H 3.477 2.686 3.118 -0.803 -0.210 -0.062
H 1.932 2.176 2.260 0.371 0.241 0.825
H 2.859 0.438 4.662 -0.786 0.257 -0.393
H 1.478 0.408 3.443 0.388 0.313 0.781
H 0.614 1.300 6.258 0.182 -0.618 -0.764
H 1.221 -0.389 6.234 -0.080 0.777 -0.698
H -0.263 -0.685 3.985 -0.245 0.467 0.882
H -1.039 -0.840 5.613 0.589 0.618 -0.601
H -1.101 2.008 5.135 -0.391 -0.925 -0.310
H -2.525 0.931 5.029 0.701 -0.088 -0.561
H -0.483 1.767 2.753 -0.838 -0.448 0.258
H -2.176 2.350 2.901 0.571 -0.762 0.199
H -3.149 0.116 2.469 0.864 -0.132 -0.275
H -1.477 -0.662 2.258 -0.659 0.719 0.293
H -0.922 1.009 0.394 -0.799 -0.127 0.437
H -2.572 1.711 0.598 0.371 -0.735 -0.134
H -3.351 -0.921 0.072 0.589 0.554 -0.336
H -1.695 -1.035 -0.631 -0.513 0.552 0.420
H -3.986 0.845 -1.500 0.889 0.069 -0.238
H -2.220 1.298 -1.853 -0.752 -0.511 0.206
H -3.929 -0.674 -3.310 1.009 0.220 0.246
H -2.640 -1.601 -2.502 -0.097 1.013 -0.297
H -1.862 1.013 -4.119 -0.133 -0.921 0.090
H -2.130 -0.652 -4.893 0.245 0.994 0.608
H -0.537 -1.760 -3.540 0.456 0.813 0.217
H -0.206 -0.224 -2.513 -0.003 -0.722 -0.655
H 0.616 1.034 -4.388 0.032 -0.899 -0.544
H 2.703 -2.501 -1.719 0.184 -0.131 0.230
H 3.970 -3.344 -3.379 0.072 0.448 -0.040
O 4.384 -1.293 1.945 -0.060 -1.480 -2.721
V 4.463 -2.160 0.482 0.302 0.655 1.455
O 4.449 -3.002 -1.023 -0.766 0.998 0.990
```
Positions in Å, forces in eV/Å.

Its maximum force is 0.0738 hartree/bohr. The value obtained for the HOMO energy is -8.500 eV. For the HOMO-LUMO gap, the calculation gives 1.98 eV. The calculation puts the lowest unoccupied orbital energy at -6.522 eV.

***

Q: The highest maximum force belongs to which entry?
A: C41H60N2O8S4

***

Q: maximum force of number 2 (C41H60N2O8S4)?
A: 0.1116 hartree/bohr

***

Q: maximum force of number 3 (C15H30ClNO8PV)?
A: 0.0738 hartree/bohr